No. 1
Density functional theory data (ωB97M-V/def2-TZVPD) for a single C19H23N5O2S molecule at a distorted geometry.

Output
- Orbital gap: 0.2980 Ha
- E: -42456.4160 eV
- Highest occupied orbital energy: -8.239 eV
- SMILES: CCc1nc(OCc2nn(CN3CCCCC3)c(=S)o2)c2ccccc2n1

Atoms and positions in Å:
C  -1.87457  -1.90165  -2.01561
C  -1.74115  -2.84691  -0.79717
C  -0.87343  -2.19575  0.26362
N  0.45650  -2.30418  0.16210
C  1.21097  -1.84513  1.14066
O  2.55477  -2.01850  1.04845
C  3.15142  -1.88843  -0.25148
C  3.12656  -0.44427  -0.69015
N  2.12906  0.07702  -1.32018
N  2.55693  1.37125  -1.51463
C  1.67689  2.50415  -1.89976
N  0.83913  2.97160  -0.76577
C  1.58892  3.69253  0.28766
C  0.56084  4.38790  1.20470
C  -0.50848  3.44303  1.73159
C  -1.19523  2.62264  0.59061
C  -0.20264  1.98087  -0.34472
C  3.84277  1.49947  -1.03961
S  4.70742  2.90938  -1.12837
O  4.21555  0.32723  -0.47455
C  0.66830  -1.32238  2.28889
C  1.45162  -0.80569  3.30556
C  0.83699  -0.15064  4.39312
C  -0.54929  -0.11059  4.50378
C  -1.32922  -0.64620  3.45665
C  -0.71764  -1.20371  2.32869
N  -1.44806  -1.58893  1.28749
H  -2.54079  -2.32958  -2.74607
H  -0.89470  -1.77413  -2.45830
H  -2.24815  -0.92094  -1.65004
H  -2.71425  -3.12364  -0.41032
H  -1.22542  -3.74176  -1.13747
H  4.21592  -2.18096  -0.18001
H  2.68440  -2.56574  -0.99238
H  2.25496  3.28591  -2.38976
H  1.04217  2.12097  -2.68535
H  2.26491  4.44223  -0.15702
H  2.18342  2.96708  0.84790
H  1.12358  4.89034  2.01300
H  0.08449  5.21050  0.65519
H  -1.22434  4.04249  2.27142
H  -0.09541  2.73179  2.44187
H  -1.75542  3.32009  -0.07147
H  -1.84270  1.86795  1.05091
H  0.23778  1.06911  0.13563
H  -0.76307  1.58891  -1.19756
H  2.50745  -0.88847  3.27068
H  1.46999  0.24137  5.20242
H  -1.02971  0.34656  5.37652
H  -2.41116  -0.65532  3.51752

No. 2
Density functional theory data (ωB97M-V/def2-TZVPD) for a single C19H23NO molecule at a distorted geometry.

Output
- Orbital gap: 0.2860 Ha
- E: -23599.0450 eV
- Highest occupied orbital energy: -8.085 eV
- SMILES: CCCCN(CC)C(=O)c1ccc(-c2ccccc2)cc1

Atoms and positions in Å:
C  2.37103  3.23406  -2.34957
C  1.29037  2.69911  -1.25522
C  1.42430  1.20085  -0.93730
C  1.31440  0.34334  -2.24497
N  0.04628  0.34037  -2.79608
C  -0.51813  0.66572  -4.10544
C  -0.78393  2.26428  -4.33426
C  -1.32354  0.17060  -1.92971
O  -2.44376  0.26518  -2.40642
C  -0.98553  -0.42083  -0.50556
C  -1.60442  0.25167  0.41062
C  -1.44710  -0.08204  1.72928
C  -0.67929  -1.27743  2.15731
C  -0.54946  -1.98045  3.36293
C  -1.79578  -1.82868  4.42136
C  -1.51355  -2.38216  5.53944
C  -0.42267  -2.86141  5.99124
C  0.64754  -3.23543  4.89275
C  0.44336  -2.72532  3.73625
C  -0.42976  -2.26623  0.92446
C  -0.54610  -1.58770  -0.29753
H  3.40363  3.08619  -2.17187
H  2.19512  4.41452  -2.64694
H  2.45819  2.85220  -3.32177
H  0.24313  2.80734  -1.98062
H  1.48176  3.20852  -0.43051
H  2.58791  1.15078  -0.72398
H  0.99985  1.20820  -0.05872
H  1.55766  -0.90963  -1.96366
H  1.83618  0.51668  -3.08456
H  0.32659  0.25206  -4.71395
H  -1.33997  0.18140  -4.33166
H  -1.01339  2.22556  -5.40324
H  0.18475  2.87772  -4.08319
H  -1.55039  2.45712  -3.77769
H  -1.81200  1.24317  0.37681
H  -1.54230  0.39806  2.55376
H  -2.72739  -1.33772  4.03997
H  -2.18329  -2.07677  6.39806
H  -0.31760  -3.38361  7.07193
H  1.27204  -3.52972  5.40404
H  1.37139  -2.88835  2.95647
H  0.18150  -3.17539  1.16542
H  -0.10759  -2.36584  -1.27768

No. 3
Density functional theory data (ωB97M-V/def2-TZVPD) for a single C19H23NO5 molecule.

Output
- Orbital gap: 0.3333 Ha
- E: -31804.9707 eV
- Highest occupied orbital energy: -8.511 eV
- SMILES: CCOC(=O)c1c(C)[nH]c(C(=O)OCCOc2ccccc2C)c1C

Atoms and positions in Å:
C  -7.16085  -1.06142  0.79735
C  -6.28577  -1.46617  -0.38112
O  -4.90829  -1.20621  -0.12533
C  -4.48125  0.05525  -0.35142
O  -5.20393  0.92770  -0.77113
C  -3.06446  0.21765  -0.03986
C  -2.18503  -0.74538  0.45868
C  -2.40943  -2.16957  0.80470
N  -0.98544  -0.16237  0.60084
C  -1.04027  1.15837  0.21008
C  0.12943  2.00786  0.26203
O  0.19709  3.16418  -0.08371
O  1.19153  1.33004  0.77790
C  2.42002  2.03722  0.83028
C  3.11806  2.03707  -0.53570
O  3.45055  0.74455  -0.97532
C  4.48492  0.06798  -0.38819
C  5.38323  0.60924  0.52141
C  6.40852  -0.17024  1.03429
C  6.54343  -1.48922  0.65024
C  5.64680  -2.02940  -0.25840
C  4.61730  -1.27229  -0.78649
C  3.64587  -1.83766  -1.77523
C  -2.33704  1.42750  -0.19915
C  -2.86483  2.71675  -0.70192
H  -8.19469  -1.32408  0.59209
H  -7.09419  0.01238  0.95317
H  -6.83642  -1.57122  1.70168
H  -6.34370  -2.54187  -0.56291
H  -6.59077  -0.91887  -1.27944
H  -1.49351  -2.61852  1.18300
H  -2.74528  -2.72187  -0.07086
H  -3.19026  -2.25631  1.55759
H  -0.14247  -0.60077  0.93709
H  3.01954  1.51559  1.57882
H  2.23538  3.07246  1.13590
H  2.42274  2.42148  -1.28673
H  3.99472  2.69469  -0.50056
H  5.30451  1.63857  0.83599
H  7.10050  0.26608  1.73925
H  7.34014  -2.09621  1.05237
H  5.74890  -3.06092  -0.56376
H  3.75938  -1.33813  -2.73647
H  2.62468  -1.66262  -1.44073
H  3.80464  -2.90443  -1.90925
H  -3.68705  3.05252  -0.07254
H  -3.26922  2.58654  -1.70415
H  -2.07773  3.46409  -0.71440

No. 4
Density functional theory data (ωB97M-V/def2-TZVPD) for a molecular structure, C19H24BN6O2S3SbSe4Zr.

Output
- Orbital gap: 0.2072 Ha
- E: -335522.6371 eV
- Net charge: -2
- Highest occupied orbital energy: -1.922 eV

Atoms and positions in Å:
Zr  -0.01630  -0.85780  -0.23270
B  2.79013  -2.20554  -0.25635
N  1.75567  -3.18367  0.38666
C  1.87460  -4.08617  1.35946
C  0.62388  -4.62566  1.62223
C  -0.23445  -3.95824  0.75123
N  0.45500  -3.09800  -0.00098
N  2.92793  -0.89162  0.57460
C  3.75920  -0.56514  1.56711
C  3.46504  0.72535  1.97840
C  2.39445  1.10711  1.16807
N  2.08339  0.13262  0.32206
H  3.86516  -2.74078  -0.36205
H  2.30179  -1.87156  -1.30826
H  2.83942  -4.29516  1.79275
H  0.36816  -5.38369  2.34175
H  -1.30599  -4.01892  0.64042
H  4.51199  -1.26100  1.89942
H  3.94740  1.29873  2.75105
H  1.81667  2.01676  1.16535
O  0.02222  -0.86266  1.78801
C  -0.88588  -0.46762  2.66974
C  -1.02341  -1.15630  3.87740
C  -1.99656  -0.79093  4.78621
C  -2.84674  0.27659  4.52153
C  -2.70956  0.97282  3.33716
C  -1.73631  0.62133  2.39967
C  -1.62726  1.36413  1.14300
N  -0.62740  1.30013  0.25445
C  -0.95071  2.17424  -0.76601
C  -2.15381  2.73530  -0.50193
N  -2.55888  2.22864  0.71166
H  -0.37428  -2.00602  4.04707
H  -2.11538  -1.36271  5.69915
H  -3.63565  0.53961  5.21284
H  -3.39003  1.78653  3.12141
H  -0.30364  2.29269  -1.61901
H  -2.77118  3.41102  -1.06556
H  -3.54888  2.15842  0.99628
C  3.10527  1.88091  -4.30268
S  3.10704  2.01522  -2.50864
C  4.37764  3.28684  -2.35219
H  4.06611  1.51030  -4.66427
H  2.88441  2.84510  -4.76335
H  2.31767  1.17837  -4.57159
H  4.08127  4.20995  -2.85427
H  5.33204  2.94804  -2.76036
H  4.50865  3.49303  -1.29020
C  -2.93610  0.90573  -3.68382
O  -1.74115  0.42826  -3.06497
C  -0.63934  0.23456  -3.75950
S  -0.44499  0.70412  -5.34298
S  0.63729  -0.46827  -2.81728
H  -3.69291  0.85086  -2.90430
H  -3.20317  0.26071  -4.51924
H  -2.79043  1.92446  -4.04419
Se  -6.11247  -1.65160  -1.70863
Sb  -5.01842  -1.11459  0.37142
Se  -2.42332  -1.38695  -0.48046
Se  -4.95308  -2.71652  2.17333
Se  -5.45178  1.20864  1.07485